18
Properties=species:S:1:pos:R:3:forces:R:3:mulliken_charge:R:1 method="wB97M-V/def2-TZVPD" total_energy_ha=-364.33141 fmax_ev_per_a=4.6 relative_energy_kcal_mol=140.2 gap_ev=4.72 charge=-1
C -0.410 -1.004 2.670 -1.0 -0.7 0.4 -0.33
O 0.792 -0.782 3.129 0.8 -0.4 -0.1 -0.82
C -0.748 -0.373 1.292 0.6 1.3 -0.9 -0.54
C -0.399 -1.129 -0.008 1.9 1.7 -1.0 -0.57
C -0.711 -0.369 -1.321 2.6 1.0 -0.4 -0.51
C 0.524 0.273 -1.921 -0.9 -0.9 -0.8 -0.13
N 1.062 1.431 -2.752 -3.5 0.3 2.9 -0.64
C 0.210 2.181 -1.894 1.2 -2.1 -3.4 -0.11
H -1.201 -0.488 3.312 0.0 -0.5 0.0 0.13
H -0.786 -2.173 2.617 0.5 1.5 0.0 0.07
H -0.860 -2.049 -0.078 -1.0 -2.3 0.2 0.59
H -1.789 -0.027 1.378 0.1 0.0 -0.6 0.43
H 0.733 -1.230 0.114 -1.3 -0.2 -0.5 0.18
H -0.049 0.500 1.123 -1.0 -0.3 0.9 0.04
H -1.767 -0.515 -1.715 1.3 1.5 0.5 0.34
H 1.379 -0.446 -2.002 -0.3 0.8 1.8 0.35
H -0.786 2.361 -2.356 0.1 0.2 1.0 0.22
H 0.556 2.832 -1.075 -0.1 -0.7 0.1 0.29

=====

18
Properties=species:S:1:pos:R:3:forces:R:3:mulliken_charge:R:1 method="wB97M-V/def2-TZVPD" total_energy_ha=-364.17399 fmax_ev_per_a=5.1 relative_energy_kcal_mol=108.7 gap_ev=8.92 charge=+1
C -0.899 0.204 0.147 -1.8 -1.3 2.1 0.66
C -0.347 -1.055 0.964 -1.5 -0.8 2.9 -0.56
C 1.121 -1.043 0.667 3.4 0.5 2.0 -0.69
C 1.149 -0.332 -0.693 2.6 -2.2 -0.9 -0.54
C -2.190 -0.157 0.513 2.7 1.9 -3.9 -0.10
C 0.438 1.834 -1.629 -3.3 0.1 1.7 -0.73
N 0.091 0.631 -0.622 0.0 2.5 -1.8 -0.06
O -3.059 -0.316 1.385 -0.5 -0.3 0.2 -0.30
H -0.691 -0.946 2.136 1.2 -0.3 -2.8 0.37
H -0.881 -1.925 0.557 0.7 -0.1 0.4 0.34
H 1.741 -0.386 1.459 -1.7 -1.0 -1.7 0.27
H 1.737 -2.029 0.809 -1.8 1.5 -0.9 0.34
H 2.214 0.134 -0.899 -2.4 -0.9 0.3 0.38
H 0.869 -1.081 -1.530 0.8 1.1 1.1 0.27
H 1.482 1.911 -1.542 1.2 0.2 0.1 0.33
H -0.059 2.783 -1.259 0.6 -1.3 -0.4 0.33
H 0.138 1.652 -2.675 0.0 -0.4 0.7 0.30
H -2.854 0.119 2.211 -0.1 0.8 1.2 0.38

=====

18
Properties=species:S:1:pos:R:3:forces:R:3:mulliken_charge:R:1 method="wB97M-V/def2-TZVPD" total_energy_ha=-364.30196 smiles="C=[NH+]/C=C/CCC=O" fmax_ev_per_a=1.4 relative_energy_kcal_mol=28.4 gap_ev=7.98 charge=+1
C -1.050 2.148 -2.418 0.8 0.7 -0.5 -0.12
N -0.931 0.941 -2.037 -0.9 0.2 0.5 0.01
C 0.202 0.387 -1.382 0.0 -0.3 0.0 -0.20
C 0.110 -0.576 -0.481 0.6 -0.6 0.5 -0.34
C 1.351 -1.068 0.250 -1.0 0.7 -0.1 -0.68
C 1.099 -1.264 1.769 1.2 -0.4 -0.6 -0.51
C 0.210 -0.178 2.290 -0.5 0.0 0.6 0.01
O -0.985 -0.178 2.119 0.1 0.0 -0.2 -0.45
H -0.176 2.804 -2.466 -0.2 -0.3 0.3 0.24
H -2.003 2.541 -2.724 -0.2 -0.2 -0.2 0.27
H -1.805 0.412 -2.072 0.4 -0.3 0.3 0.33
H 1.141 0.872 -1.578 0.1 0.3 -0.3 0.36
H -0.796 -1.063 -0.140 -0.4 0.2 -0.4 0.38
H 1.604 -2.012 -0.231 0.4 0.0 0.1 0.33
H 2.128 -0.316 0.140 0.3 -0.2 -0.3 0.35
H 0.765 -2.285 1.938 -0.7 0.2 0.2 0.33
H 2.086 -1.218 2.233 -0.1 0.1 0.2 0.33
H 0.675 0.659 2.850 0.1 -0.1 -0.1 0.37

=====

18
Properties=species:S:1:pos:R:3:forces:R:3:mulliken_charge:R:1 method="wB97M-V/def2-TZVPD" total_energy_ha=-364.20453 fmax_ev_per_a=4.1 relative_energy_kcal_mol=89.6 gap_ev="8.25 / 8.25" charge=+1
C 2.085 0.599 -0.373 2.8 0.3 0.2 -0.46
C -0.282 -0.308 -1.008 1.6 0.1 0.0 -1.06
C -1.124 1.885 -0.064 1.4 2.1 0.9 -0.59
C -1.248 0.458 -0.222 -3.4 0.0 2.3 0.46
C 0.980 -0.343 -0.154 -1.7 -0.4 0.9 1.07
C 1.151 -1.461 0.824 0.7 0.7 -1.9 -1.13
N -0.596 1.043 0.995 2.7 -1.1 -2.9 -0.39
O 2.104 1.696 0.079 -0.9 1.3 0.3 -0.31
H 3.104 0.289 -0.760 -1.1 -0.9 -0.4 0.42
H -0.691 -1.276 -1.070 -0.1 -1.5 -0.6 0.43
H -0.075 0.156 -1.958 0.0 -0.1 -0.5 0.41
H -0.346 2.527 -0.492 -0.2 -0.7 -0.5 0.19
H -1.896 2.526 0.294 -1.1 -0.1 -0.2 0.33
H -2.289 0.017 0.015 1.8 0.6 -0.9 0.30
H 1.417 -2.349 0.201 -0.5 0.2 0.2 0.39
H 0.161 -1.540 1.232 -0.2 -0.7 0.7 0.36
H 2.008 -1.344 1.481 -0.3 0.3 0.4 0.39
H -1.057 1.029 1.840 -1.4 -0.1 2.1 0.20

=====

19
Properties=species:S:1:pos:R:3:forces:R:3:mulliken_charge:R:1 method="wB97M-V/def2-TZVPD" total_energy_ha=-439.27375 fmax_ev_per_a=9.4 relative_energy_kcal_mol=104.4 gap_ev="7.24 / 6.26" charge=+1 multiplicity=3
C -1.197 0.539 2.725 3.4 -1.7 -1.5 -0.74
C -0.819 1.219 1.598 -1.6 -0.4 0.8 -0.32
C 0.200 -1.202 -0.673 -1.9 -6.0 -6.9 0.07
C 0.261 0.910 0.662 -1.3 -0.1 2.1 0.79
C -0.006 -2.008 -2.008 3.2 1.0 1.1 -1.03
C 0.440 1.731 -0.583 -2.7 1.3 0.6 -1.07
N 1.364 -1.036 -0.230 1.0 -0.1 1.3 0.61
O 2.491 -1.249 -0.489 1.5 -0.8 -1.2 -0.35
O 0.963 -0.052 1.072 1.4 3.2 2.2 -0.41
H -2.003 0.800 3.343 -1.0 0.5 0.4 0.34
H -0.592 -0.390 3.064 -1.1 1.7 -0.6 0.21
H -1.472 2.014 1.298 -0.1 0.7 -0.1 0.31
H -0.646 -0.976 -0.151 -1.8 1.0 1.8 0.48
H 1.030 -1.844 -2.492 -1.8 -1.2 0.2 0.28
H -0.704 -1.499 -2.579 -1.5 1.5 -1.2 0.36
H -0.450 -3.038 -2.051 1.0 0.6 0.9 0.34
H -0.608 2.083 -1.015 1.9 -1.3 0.8 0.35
H 1.040 1.289 -1.366 0.5 0.5 0.1 0.38
H 0.707 2.711 -0.125 0.9 -0.4 -0.8 0.40

=====

21
Properties=species:S:1:pos:R:3:forces:R:3:mulliken_charge:R:1 method="wB97M-V/def2-TZVPD" total_energy_ha=-1179.25735 fmax_ev_per_a=5.8 relative_energy_kcal_mol=49.2 gap_ev=8.72 charge=0
C -1.299 2.908 2.154 0.7 1.3 -2.4 -1.02
C -1.061 1.770 1.517 -0.8 0.0 2.0 0.26
C -0.595 1.678 0.174 0.9 -1.7 -0.4 -0.77
C -0.344 0.478 -0.350 -1.1 5.5 1.4 0.52
C -0.076 -0.622 -0.879 1.9 -2.6 -0.6 0.08
C -0.993 -1.454 -1.656 -3.6 -0.8 4.5 -1.30
N 1.259 -1.156 -0.611 -1.1 -1.9 -0.6 -0.24
O 0.013 -1.489 1.940 0.7 -0.1 0.0 -0.41
O 1.798 -3.084 1.386 -0.1 0.5 0.1 -0.48
P 2.538 -0.744 -1.707 -0.8 -0.6 -2.3 -0.14
S 1.422 -1.722 1.705 -0.4 -0.4 0.8 0.76
H -1.590 3.085 3.126 -0.7 -0.5 2.1 0.33
H -1.181 3.865 1.633 0.1 -0.3 -0.2 0.21
H -1.192 0.862 2.077 0.0 -0.5 0.0 0.33
H -0.281 2.636 -0.201 0.0 0.0 -1.0 0.32
H -0.719 -1.549 -2.614 0.9 -0.6 -3.6 0.35
H -1.171 -2.470 -1.124 0.6 1.4 -1.0 0.32
H -2.006 -0.957 -1.543 1.1 -0.6 -0.6 0.36
H 1.124 -2.210 -0.540 0.7 1.6 -0.6 0.45
H 2.646 0.602 -1.446 -0.1 0.8 0.4 0.03
H 1.709 -0.424 -3.041 1.2 -0.6 2.0 0.04

=====

20
Properties=species:S:1:pos:R:3:forces:R:3:mulliken_charge:R:1 method="wB97M-V/def2-TZVPD" total_energy_ha=-515.06813 fmax_ev_per_a=6.7 relative_energy_kcal_mol=41.6 gap_ev=7.39 charge=-1
C -3.041 -0.184 -0.973 0.2 -3.0 1.2 0.55
C -1.094 -1.444 0.147 0.6 0.4 1.5 -0.82
C -0.552 0.798 0.318 -1.8 -6.5 0.3 0.05
C 0.191 -0.585 0.106 0.0 0.7 -2.8 0.94
C -0.512 1.296 1.660 -1.0 -0.8 2.8 -1.63
C 0.851 -0.597 -1.302 -0.6 1.1 0.0 -1.72
N -2.064 -0.261 0.160 3.7 1.0 -0.4 -0.19
O -3.456 0.879 -1.342 -0.1 2.8 -0.6 -0.70
O -3.441 -1.338 -1.276 0.4 0.0 -0.1 -0.76
O 1.256 -0.912 0.936 -0.2 0.1 2.5 -0.62
H -1.155 -2.281 -0.606 -0.4 1.2 0.6 0.30
H -1.031 -1.904 1.181 -0.7 0.0 -0.9 0.26
H -0.326 1.414 -0.442 0.1 2.5 -2.6 0.77
H 0.092 2.106 2.027 1.1 0.1 -0.4 0.32
H -0.570 0.464 2.422 0.5 0.7 -0.6 0.34
H -1.480 1.665 1.775 -2.0 1.0 0.5 0.39
H 1.464 -1.487 -1.461 0.3 0.3 0.3 0.40
H 1.376 0.396 -1.571 -0.6 -1.7 0.5 0.30
H 0.010 -0.733 -1.962 -0.2 0.3 -0.7 0.42
H 0.924 -0.815 1.865 0.6 -0.2 -1.0 0.41

=====

22
Properties=species:S:1:pos:R:3:forces:R:3:mulliken_charge:R:1 method="wB97M-V/def2-TZVPD" total_energy_ha=-931.62390 smiles="CN(C)C(=O)CP(=O)(C=O)C=O" fmax_ev_per_a=5.2 relative_energy_kcal_mol=0.0 gap_ev=9.13 charge=0
C -1.941 0.198 1.625 -3.2 4.0 -1.0 -1.25
N -0.971 1.082 0.993 -1.1 1.2 -0.9 0.14
C -1.346 2.460 0.604 -1.7 2.2 0.5 -0.92
C 0.047 0.577 0.300 2.1 1.2 2.2 0.45
O 0.913 1.310 -0.203 -1.3 -0.1 -0.3 -0.67
C 0.274 -0.873 0.432 1.1 -1.6 -1.4 -0.77
P 0.984 -1.205 -1.302 -0.1 0.8 0.5 0.72
O -0.060 -1.233 -2.349 0.2 0.2 0.5 -0.66
C 1.773 -2.893 -1.200 1.1 0.5 -1.0 -0.13
O 1.107 -3.734 -1.703 -1.2 -1.4 -0.1 -0.34
C 2.290 0.227 -1.547 -0.1 -1.1 -0.6 0.08
O 2.455 0.724 -2.620 -0.3 -0.2 0.0 -0.45
H -2.647 -0.209 0.925 -0.1 -0.6 -0.7 0.44
H -1.561 -0.498 2.224 2.1 -2.9 2.1 0.52
H -2.641 0.751 2.315 1.0 0.1 -0.7 0.36
H -1.312 2.760 -0.493 0.5 -1.1 1.3 0.32
H -2.449 2.624 0.856 1.4 -0.4 -0.1 0.35
H -0.793 3.295 1.168 -0.5 -1.5 -0.7 0.26
H -0.680 -1.353 0.404 -0.5 -0.7 -0.1 0.46
H 0.818 -1.317 1.319 -0.2 1.1 -1.0 0.36
H 2.836 -3.152 -1.053 0.2 0.5 0.8 0.38
H 2.903 0.460 -0.695 0.6 0.0 0.7 0.35

=====

17
Properties=species:S:1:pos:R:3:forces:R:3:mulliken_charge:R:1 method="wB97M-V/def2-TZVPD" total_energy_ha=-309.81434 smiles="O=CCCC1CC1" fmax_ev_per_a=0.5 relative_energy_kcal_mol=17.6 gap_ev=10.92 charge=0
O -0.972 2.546 -0.829 0.0 -0.3 -0.4 -0.48
C -0.995 1.696 -1.687 0.0 0.1 0.2 0.01
C -0.942 0.204 -1.437 0.0 0.0 0.1 -0.67
C -0.910 -0.175 0.051 0.0 0.0 0.1 -0.68
C 0.244 -1.084 0.418 -0.1 0.0 -0.1 -0.13
C 1.626 -0.495 0.487 0.2 0.1 -0.1 -0.48
C 0.921 -0.913 1.747 0.0 0.0 0.2 -0.65
H -1.046 1.988 -2.759 0.0 0.0 0.1 0.36
H -1.783 -0.248 -1.983 0.1 0.1 0.1 0.39
H -0.038 -0.159 -1.952 -0.1 0.1 0.0 0.33
H -1.859 -0.637 0.348 0.1 0.1 -0.1 0.37
H -0.826 0.754 0.629 0.0 -0.2 -0.1 0.30
H 0.185 -2.103 0.036 0.0 0.2 0.1 0.37
H 2.464 -1.096 0.142 -0.1 0.1 0.1 0.26
H 1.729 0.572 0.297 0.0 -0.2 0.0 0.21
H 1.283 -1.793 2.271 -0.1 0.1 -0.1 0.26
H 0.548 -0.128 2.400 0.1 -0.1 -0.1 0.23

=====

17
Properties=species:S:1:pos:R:3:forces:R:3:mulliken_charge:R:1 method="wB97M-V/def2-TZVPD" total_energy_ha=-309.69602 fmax_ev_per_a=2.6 relative_energy_kcal_mol=91.8 gap_ev=8.91 charge=0
C 0.830 2.018 0.093 0.1 0.2 0.1 -1.52
C 0.988 0.520 -0.030 -0.8 0.0 -1.1 0.34
C 0.514 -0.378 1.127 -0.5 -0.5 -0.1 -0.70
C -0.046 -1.262 0.010 -1.4 -1.5 0.0 0.36
C -0.190 -0.150 -0.969 2.1 1.3 0.6 -0.87
C -2.372 -1.402 -0.279 -1.0 -0.1 -0.2 -0.41
O -1.437 -2.159 0.115 2.1 1.6 0.0 -0.30
H 1.553 2.439 0.792 0.0 0.1 0.1 0.39
H -0.173 2.288 0.440 0.1 -0.1 0.0 0.36
H 0.979 2.498 -0.877 0.0 0.0 0.0 0.34
H 2.005 0.241 -0.345 -0.4 0.1 0.0 0.33
H 1.257 -0.829 1.791 -0.2 0.1 -0.1 0.31
H -0.276 0.111 1.704 0.0 -0.1 -0.1 0.28
H 0.650 -2.035 -0.311 0.0 0.0 0.1 0.27
H 0.041 -0.319 -2.024 -0.1 -0.1 0.2 0.30
H -1.078 0.478 -0.851 0.2 -0.5 0.1 0.39
H -3.245 -2.060 -0.385 -0.4 -0.4 0.3 0.17

=====

17
Properties=species:S:1:pos:R:3:forces:R:3:mulliken_charge:R:1 method="wB97M-V/def2-TZVPD" total_energy_ha=-309.76612 smiles=C#C[C@](C)(O)CC fmax_ev_per_a=2.3 relative_energy_kcal_mol=47.9 gap_ev=11.07 charge=0
C -1.102 2.413 0.407 0.2 -0.4 0.0 0.21
C -0.746 1.263 0.366 -0.2 0.5 -0.2 -1.20
C -0.404 -0.165 0.218 -0.5 0.0 -0.9 1.20
C -1.586 -0.863 -0.604 0.4 0.4 -0.3 -1.69
O -0.404 -0.810 1.483 -0.4 -0.1 -0.3 -0.55
C 0.938 -0.385 -0.483 -0.1 0.0 -0.2 -0.52
C 2.172 0.131 0.259 -0.1 0.0 0.0 -1.18
H -1.427 3.429 0.437 0.1 -0.2 0.1 0.47
H -2.599 -0.684 -0.192 0.7 0.3 0.1 0.44
H -1.553 -0.431 -1.595 -0.2 0.0 -0.4 0.40
H -1.496 -1.965 -0.716 0.5 0.6 0.2 0.43
H -1.156 -1.323 1.185 -0.2 -1.1 2.0 0.42
H 1.030 -1.469 -0.624 0.0 0.2 -0.1 0.27
H 0.855 0.086 -1.467 0.2 -0.1 0.0 0.32
H 3.080 -0.101 -0.314 -0.2 0.0 0.1 0.36
H 2.264 -0.341 1.242 -0.1 0.1 -0.1 0.29
H 2.134 1.216 0.398 0.0 -0.1 0.0 0.31

=====

17
Properties=species:S:1:pos:R:3:forces:R:3:mulliken_charge:R:1 method="wB97M-V/def2-TZVPD" total_energy_ha=-309.83167 smiles="O[C@@H]1C=CCCC1" fmax_ev_per_a=0.7 relative_energy_kcal_mol=6.7 gap_ev=10.43 charge=0
O -2.337 -0.220 0.366 -0.3 -0.4 0.0 -0.53
C -1.248 0.116 -0.485 0.3 0.1 -0.1 0.40
C -0.386 -1.092 -0.759 0.2 0.0 0.0 -0.52
C 0.944 -1.101 -0.686 -0.2 -0.1 0.2 -0.37
C 1.685 -0.026 0.064 0.0 0.0 0.0 -0.63
C 0.677 0.613 1.026 0.1 0.1 0.0 -0.72
C -0.448 1.230 0.199 0.0 0.0 0.0 -0.83
H -2.706 -1.058 0.043 0.0 0.3 0.2 0.32
H -1.645 0.492 -1.445 0.1 -0.1 0.2 0.22
H -0.895 -2.032 -0.934 -0.2 0.0 -0.6 0.29
H 1.485 -1.992 -0.995 0.0 0.1 0.1 0.38
H 2.149 0.733 -0.585 -0.1 -0.1 0.1 0.30
H 2.499 -0.519 0.608 -0.1 0.2 0.0 0.31
H 0.242 -0.192 1.633 0.1 0.2 0.1 0.32
H 1.140 1.329 1.709 0.0 0.0 -0.2 0.35
H -1.138 1.826 0.805 0.1 -0.1 -0.1 0.34
H -0.020 1.893 -0.564 -0.1 -0.1 0.1 0.36